Entry 1:
A cluster of 10 separate species, C20H62N2O10 in total at a distorted geometry, computed with ωB97M-V with the def2-TZVPD basis set.

```
94
C20H62N2O10 (ωB97M-V with the def2-TZVPD basis set)
O -2.09 -1.48 4.92
O -5.66 0.98 -2.90
O -3.74 3.59 3.75
O 2.17 7.61 2.60
O 3.55 -1.60 4.56
O 0.74 6.29 -5.75
O -0.28 -0.42 -1.69
O 7.40 2.45 -3.70
O -5.51 -8.75 -1.75
O 4.87 -4.61 -3.64
N 2.54 -3.78 -5.18
N -0.77 8.06 4.90
C -2.55 -3.26 6.33
C 1.98 6.61 -5.15
C 0.26 8.42 3.96
C -2.76 -2.68 4.93
C -4.17 -2.30 4.49
C 3.02 -5.17 -5.07
C 4.36 -0.86 5.48
C 7.16 1.10 -3.78
C 0.92 9.68 4.47
C -5.76 -7.43 -2.20
C 3.64 -5.35 -3.66
C 5.52 -4.72 -2.35
C -3.70 3.75 2.38
C 1.27 7.33 3.69
C -6.93 0.32 -3.13
C 0.70 0.34 -0.98
C 3.05 6.49 2.32
C 3.98 -5.46 -6.19
C -4.84 -6.46 -1.39
C -7.24 -7.13 -2.15
H 2.12 -5.78 -5.18
H 2.06 -3.57 -4.31
H -2.72 3.55 1.97
H 2.97 -4.92 -2.91
H 4.91 -4.88 -6.14
H -6.94 -0.66 -2.64
H 7.93 0.60 -4.38
H -4.23 -1.75 3.56
H 1.58 -0.30 -1.01
H 0.72 6.43 3.40
H -1.58 8.64 4.75
H 0.98 5.51 -6.25
H 8.04 2.66 -3.02
H 3.91 -2.49 4.63
H 1.89 7.49 -4.51
H 2.44 5.73 1.84
H -7.50 -6.20 -2.65
H -3.01 -4.24 6.40
H -1.13 0.00 -1.52
H -4.46 3.11 1.94
H 5.34 -1.33 5.53
H -5.42 -7.44 -3.24
H 1.39 10.18 3.63
H -0.28 8.71 3.06
H -1.16 7.15 4.72
H -3.88 -6.91 -1.14
H 4.50 0.19 5.20
H -2.18 -3.25 4.20
H 2.28 5.86 -4.41
H 3.38 -3.22 -5.19
H 2.73 6.87 -5.89
H -4.73 -5.53 -1.95
H -3.06 -2.61 7.05
H -5.37 -6.23 -0.47
H -4.79 -3.16 4.23
H 3.79 6.78 1.58
H -7.70 0.95 -2.68
H 3.60 -5.16 -7.17
H 3.62 6.11 3.17
H 4.26 -6.51 -6.29
H 1.86 7.05 4.57
H -1.49 -3.27 6.59
H 7.07 0.63 -2.81
H -7.16 0.13 -4.18
H 4.84 -4.65 -1.51
H -4.70 -1.69 5.22
H 0.40 0.47 0.06
H -3.52 2.68 3.95
H -5.50 -8.67 -0.79
H 0.87 1.28 -1.50
H -3.95 4.77 2.09
H 0.18 10.41 4.80
H 6.22 1.01 -4.32
H 6.06 -5.66 -2.24
H -5.74 1.85 -3.29
H -7.88 -7.87 -2.64
H 6.30 -3.96 -2.26
H 1.65 9.52 5.27
H -7.49 -7.09 -1.09
H 3.89 -0.87 6.46
H -1.15 -1.62 5.03
H 3.77 -6.40 -3.39
```

- E_tot (Eh) = -1660.87124
- energy relative to the best compared isomer or geometry (same formula, charge and spin) (kcal/mol) = 106.47
- frontier orbital gap (eV) = 9.384
- spin multiplicity = 1
- maximum force (eV Å⁻¹) = 3.40

Entry 2:
A cluster of 11 separate species, C20H63BBrO13P in total at a distorted geometry, computed with ωB97M-V with the def2-TZVPD basis set.

```
99
C20H63BBrO13P (ωB97M-V with the def2-TZVPD basis set)
Br -4.77 2.99 0.05
P -1.51 3.10 0.74
O 1.80 -7.87 1.77
O 6.92 -6.12 2.54
O -0.12 3.97 0.34
O 1.97 6.74 3.27
O -1.54 3.00 2.26
O 0.62 1.44 4.75
O -2.64 5.65 2.99
O -1.92 -0.45 -2.11
O -1.50 -1.26 -4.86
O -2.46 -5.25 0.67
O -5.06 5.96 1.54
O -1.50 1.60 0.00
O -0.22 -2.94 -8.67
C -0.78 -6.92 0.12
C -6.82 6.42 3.14
C -0.13 -1.65 -10.71
C -1.42 0.03 -6.91
C -6.39 5.62 1.93
C 4.21 -7.85 2.11
C 0.25 0.13 5.18
C 2.91 -7.06 2.16
C 8.67 -4.63 1.78
C -1.12 -5.67 0.92
C -0.73 -1.00 -6.04
C -0.76 6.96 2.20
C 7.62 -4.91 2.84
C 2.79 7.86 3.57
C -2.97 -1.35 -1.79
C 0.55 -2.68 -9.83
C -2.42 -2.70 -1.37
C 3.85 8.07 2.51
C -0.40 -0.63 4.05
C -1.81 6.77 3.28
B -3.09 4.00 0.06
H 0.69 -3.62 -10.38
H -0.43 0.22 6.03
H 1.16 -0.38 5.51
H 4.38 -8.23 1.10
H 8.21 -4.54 0.80
H -1.00 -5.86 2.00
H -1.09 1.70 -0.87
H -1.12 -2.00 -11.03
H 0.25 -0.64 -5.72
H 4.49 7.19 2.42
H 4.48 8.93 2.73
H 1.76 -8.61 2.37
H -0.83 0.23 -7.81
H -3.04 -5.97 0.93
H 2.54 5.97 3.22
H -4.48 5.75 2.29
H -2.36 -1.59 -5.14
H 8.08 -5.01 3.83
H 5.06 -7.23 2.40
H -1.29 -0.10 3.70
H -7.05 5.83 1.08
H -2.94 5.10 -0.33
H -3.62 -1.46 -2.67
H 3.26 7.71 4.55
H -1.45 -7.74 0.39
H -0.27 -0.72 -10.17
H 7.56 -6.83 2.51
H 2.73 -6.69 3.17
H 1.53 -2.33 -9.51
H 0.28 -0.70 3.19
H -0.24 4.39 -0.52
H -6.15 6.23 3.99
H 2.96 -6.21 1.48
H -2.45 7.65 3.35
H 4.16 -8.72 2.77
H 0.47 -1.45 -11.61
H -1.08 -3.27 -8.95
H -2.41 -0.32 -7.21
H -0.91 -6.73 -0.94
H -6.43 4.54 2.14
H 9.40 -5.45 1.72
H 3.38 8.22 1.53
H -1.56 0.96 -6.36
H -1.77 -2.59 -0.50
H -0.13 7.81 2.42
H -1.82 -3.14 -2.17
H -0.14 6.07 2.12
H -3.23 -3.39 -1.11
H 2.15 8.74 3.64
H 0.24 -7.23 0.31
H 6.89 -4.11 2.88
H -0.69 -1.63 4.35
H -3.55 -0.91 -0.98
H -0.59 -1.94 -6.58
H -1.34 6.61 4.26
H -7.84 6.17 3.44
H -6.77 7.49 2.93
H -0.18 1.89 4.47
H -0.46 -4.85 0.64
H -1.41 -0.84 -2.83
H 9.21 -3.70 2.00
H -1.24 7.10 1.23
H -2.07 4.86 2.94
```

- E_tot (Eh) = -4718.12644
- frontier orbital gap (eV) = 8.892
- spin multiplicity = 1
- maximum force (eV Å⁻¹) = 2.88

Entry 3:
A cluster of 9 separate species, C20H64N5O8 in total at a distorted geometry, computed with ωB97M-V with the def2-TZVPD basis set.

```
97
C20H64N5O8 (ωB97M-V with the def2-TZVPD basis set)
O 5.01 25.01 23.38
O 9.57 26.59 30.66
O 3.84 28.43 29.95
O 11.48 21.37 25.29
O 10.15 29.87 26.26
O 9.83 25.73 23.55
O 5.31 23.82 27.80
O 8.23 22.43 28.78
N 6.18 28.49 27.09
N 7.79 21.75 24.78
N 10.24 28.63 22.76
N 8.74 27.05 27.16
N 7.29 24.66 25.66
C 5.09 28.28 29.21
C 10.37 22.09 24.85
C 8.99 26.32 28.34
C 10.71 29.27 25.17
C 5.72 26.03 22.89
C 9.06 21.20 25.33
C 8.99 22.18 29.79
C 9.08 19.72 24.84
C 11.11 30.09 27.31
C 11.02 25.16 23.26
C 4.39 23.19 26.73
C 8.28 28.63 24.25
C 9.61 29.27 23.96
C 10.21 25.48 28.25
C 4.87 28.49 27.71
C 3.94 28.16 31.39
C 9.76 27.48 31.84
C 12.68 22.07 24.93
C 4.04 27.41 27.07
C 9.38 27.35 29.46
H 11.65 29.58 24.77
H 10.76 28.26 25.46
H 11.66 25.91 22.65
H 9.75 26.79 23.58
H 12.00 30.74 27.01
H 3.64 23.98 26.25
H 6.19 26.61 23.61
H 10.34 27.77 29.32
H 9.35 27.76 26.82
H 11.70 24.99 24.09
H 6.30 25.38 22.27
H 7.67 28.97 23.35
H 4.62 24.31 28.36
H 6.71 29.17 27.55
H 9.99 24.59 27.66
H 7.44 24.05 26.41
H 4.34 29.25 27.51
H 12.71 22.12 23.80
H 7.93 29.32 25.00
H 8.28 25.79 28.85
H 4.96 22.87 26.01
H 9.39 30.27 23.86
H 8.75 21.37 30.37
H 13.78 21.78 25.24
H 10.28 22.93 25.06
H 7.00 21.33 25.13
H 9.81 19.25 25.48
H 10.00 22.08 29.55
H 5.81 28.90 29.49
H 4.26 27.03 31.59
H 4.14 25.11 22.96
H 4.54 26.41 27.40
H 10.96 24.26 22.59
H 9.81 27.17 32.89
H 11.67 29.14 27.31
H 6.64 25.21 26.08
H 10.47 24.76 29.12
H 12.65 23.00 25.50
H 2.90 28.48 31.79
H 10.91 27.90 31.73
H 10.71 30.13 28.29
H 6.12 28.62 26.06
H 7.31 22.08 28.98
H 9.03 23.02 30.32
H 11.11 25.94 27.89
H 5.43 27.31 29.46
H 11.12 28.83 22.76
H 9.90 29.12 22.01
H 4.16 27.56 25.96
H 10.22 22.05 23.80
H 7.96 21.34 23.86
H 4.68 28.57 31.97
H 8.12 25.08 25.54
H 5.00 26.59 22.43
H 8.51 27.95 29.73
H 9.00 21.22 26.43
H 7.78 27.41 27.37
H 2.97 27.47 27.38
H 8.80 28.17 31.72
H 3.80 22.56 27.06
H 6.82 23.96 24.84
H 8.25 19.24 25.29
H 9.21 19.68 23.73
H 8.12 27.61 24.62
```

- E_tot (Eh) = -1675.29003
- energy relative to the best compared isomer or geometry (same formula, charge and spin) (kcal/mol) = 34.05
- charge = +1
- frontier orbital gap (eV) = 9.473
- spin multiplicity = 1
- maximum force (eV Å⁻¹) = 15.55

Entry 4:
A cluster of 10 separate species, C20H65N5O10 in total at a distorted geometry, computed with ωB97M-V with the def2-TZVPD basis set.

```
100
C20H65N5O10 (ωB97M-V with the def2-TZVPD basis set)
O 2.92 -6.97 -21.38
O 9.42 -8.27 -17.05
O 2.69 -3.13 -16.72
O 7.17 -10.66 -18.05
O 6.33 -4.69 -11.20
O 3.72 -14.59 -8.66
O 5.27 -8.97 -15.25
O 7.38 -5.95 -14.78
O 2.53 -14.50 -14.64
O 1.61 -8.64 -14.94
N 4.70 -14.03 -17.63
N 7.27 -1.49 -9.75
N 1.97 -5.03 -23.13
N 4.87 -2.31 -19.63
N 3.08 -12.18 -11.44
C 2.52 -6.27 -23.62
C 2.06 -15.85 -14.65
C 3.04 -15.35 -7.69
C 3.02 -13.92 -15.89
C 5.25 -14.92 -15.44
C 3.57 -3.12 -15.61
C 3.47 -3.44 -17.90
C 2.61 -1.39 -19.16
C 3.05 -6.21 -25.04
C 8.55 -2.74 -11.37
C 3.52 -6.90 -22.67
C 7.15 -2.52 -10.78
C 6.60 -3.73 -10.17
C 5.61 -5.88 -10.72
C 4.50 -11.81 -9.47
C 3.63 -7.75 -20.41
C 2.93 -13.82 -9.56
C 3.84 -12.84 -10.41
C 4.21 -14.69 -16.49
C 3.88 -2.13 -18.63
H 2.19 -13.19 -9.06
H 2.52 -8.90 -14.85
H 4.55 -7.28 -20.05
H 5.09 -11.06 -9.99
H 3.06 -2.72 -14.74
H 4.68 -13.39 -10.85
H 2.88 -4.15 -18.47
H 4.57 -5.68 -10.46
H 4.82 -15.13 -14.46
H 8.83 -7.59 -16.72
H 1.01 -4.95 -23.44
H 6.38 -1.18 -9.37
H 2.88 -12.94 -12.08
H 5.66 -9.35 -16.03
H 1.65 -16.10 -13.67
H 7.81 -1.74 -8.93
H 1.87 -5.15 -22.13
H 2.79 -16.63 -14.86
H 3.85 -4.10 -15.24
H 6.50 -2.19 -11.59
H 4.09 -5.89 -25.01
H 2.96 -7.20 -25.51
H 3.60 -11.42 -11.84
H 5.24 -1.40 -19.87
H 9.03 -1.81 -11.69
H 3.86 -7.87 -23.03
H 4.42 -1.56 -17.89
H 2.39 -14.51 -10.20
H 7.24 -4.26 -9.46
H 5.72 -8.13 -15.13
H 5.81 -13.99 -15.40
H 1.89 -1.04 -18.42
H 3.69 -11.26 -8.98
H 5.54 -14.48 -17.98
H 4.41 -6.26 -22.61
H 2.59 -16.25 -8.11
H 7.56 -11.38 -18.54
H 7.51 -5.27 -15.44
H 1.10 -9.40 -14.66
H 1.69 -6.97 -23.70
H 2.02 -2.12 -19.73
H 5.00 -13.10 -17.41
H 4.50 -2.58 -15.79
H 4.38 -2.57 -20.47
H 7.91 -10.06 -17.88
H 9.77 -8.70 -16.27
H 7.17 -5.47 -13.98
H 2.29 -13.97 -16.69
H 1.22 -15.96 -15.34
H 4.32 -4.05 -17.60
H 8.51 -3.42 -12.21
H 5.65 -3.51 -9.68
H 3.77 -15.66 -6.94
H 2.89 -0.57 -19.81
H 9.26 -3.09 -10.61
H 6.07 -6.26 -9.80
H 5.99 -15.65 -15.78
H 4.02 -8.72 -20.72
H 3.34 -12.88 -15.83
H 3.80 -15.65 -16.80
H 2.20 -14.80 -7.27
H 3.08 -7.78 -19.47
H 2.51 -5.50 -25.67
H 5.02 -12.32 -8.65
H 5.67 -6.71 -11.42
```

- E_tot (Eh) = -1827.01648
- energy relative to the best compared isomer or geometry (same formula, charge and spin) (kcal/mol) = 62.37
- frontier orbital gap (eV) = 9.197
- spin multiplicity = 1
- maximum force (eV Å⁻¹) = 2.60